DFT (ωB97M-V with the def2-TZVPD basis set) results for a molecular structure, C42H49Cl3N6O5PSSiTc at a distorted geometry.

Cartesian coordinates (Å):
Tc (-0.0522, -1.1258, 0.4981)
O (0.1631, 1.4516, 8.2624)
N (-0.5253, 1.6901, 7.2950)
O (-1.4729, 2.4630, 7.2703)
C (-0.1531, 1.0232, 6.0132)
C (1.1296, 0.6663, 5.8893)
C (1.6192, 0.0654, 4.6847)
C (2.9694, -0.3089, 4.5728)
C (3.3986, -0.8733, 3.4073)
C (2.4760, -1.0565, 2.3782)
N (1.1943, -0.7160, 2.4393)
C (0.7575, -0.1547, 3.6055)
C (-0.6346, 0.2133, 3.7590)
N (-1.4447, -0.0663, 2.7271)
C (-2.7374, 0.1511, 2.8467)
C (-3.3148, 0.6952, 3.9963)
C (-2.5000, 1.0241, 5.0507)
C (-1.1117, 0.7866, 4.9598)
H (1.8096, 0.8381, 6.7139)
H (3.6448, -0.1539, 5.4089)
H (4.4251, -1.1927, 3.2736)
H (2.8136, -1.5118, 1.4612)
H (-3.3587, -0.1465, 2.0006)
H (-4.3893, 0.8295, 4.0627)
H (-2.9163, 1.4422, 5.9502)
O (-1.2787, -2.5405, 2.6070)
N (-1.6412, -2.1662, 1.3086)
C (-2.7947, -2.5573, 0.9477)
C (-3.4195, -2.5226, -0.3715)
C (-4.7061, -3.0672, -0.3982)
C (-5.3772, -3.2680, -1.5911)
C (-4.7482, -2.9520, -2.7843)
C (-3.4724, -2.4053, -2.7706)
C (-2.8030, -2.1512, -1.5768)
P (-1.1466, -1.4050, -1.6841)
C (-1.3931, 0.1834, -2.5697)
C (-0.2912, 1.0410, -2.6538)
C (-0.3656, 2.2269, -3.3711)
C (-1.5483, 2.5818, -4.0126)
C (-2.6570, 1.7543, -3.9087)
C (-2.5835, 0.5641, -3.1882)
C (-0.3281, -2.4653, -2.9277)
C (-0.5930, -3.8369, -2.9404)
C (0.0164, -4.6602, -3.8748)
C (0.8967, -4.1255, -4.8063)
C (1.1550, -2.7607, -4.8074)
C (0.5430, -1.9324, -3.8763)
H (-1.6950, -3.3925, 2.7922)
H (-3.3814, -3.0647, 1.7110)
H (-5.1786, -3.3575, 0.5361)
H (-6.3708, -3.6998, -1.5893)
H (-5.2437, -3.1391, -3.7309)
H (-2.9805, -2.1963, -3.7129)
H (0.6226, 0.7782, -2.1337)
H (0.5026, 2.8763, -3.4403)
H (-1.6043, 3.4966, -4.5929)
H (-3.5845, 2.0249, -4.4015)
H (-3.4730, -0.0441, -3.1088)
H (-1.2800, -4.2690, -2.2265)
H (-0.2030, -5.7223, -3.8776)
H (1.3682, -4.7681, -5.5413)
H (1.8203, -2.3348, -5.5518)
H (0.7235, -0.8676, -3.9215)
Cl (1.7006, -4.0847, 2.2662)
Si (0.8046, -3.5118, 0.5134)
Cl (2.1669, -3.9030, -0.9652)
Cl (-0.7037, -4.9019, 0.2563)
C (3.8371, 3.6102, -1.3870)
C (3.1199, 2.2625, -1.5223)
C (3.8209, 1.2109, -0.6745)
S (3.1861, -0.4666, -0.7476)
O (1.6692, -0.3188, -0.4554)
C (3.3184, -0.8072, -2.5063)
C (4.7737, -0.9907, -2.9744)
C (5.6096, -1.9935, -2.1674)
H (3.3541, 4.3625, -2.0120)
H (4.8776, 3.5328, -1.7096)
H (3.8332, 3.9728, -0.3535)
H (3.1206, 1.9719, -2.5727)
H (2.0768, 2.3542, -1.2060)
H (3.7867, 1.4629, 0.3889)
H (4.8770, 1.1019, -0.9482)
H (2.8164, 0.0032, -3.0324)
H (2.7415, -1.7210, -2.6274)
H (5.2808, -0.0223, -3.0068)
H (4.7131, -1.3361, -4.0069)
H (5.7824, -1.6654, -1.1400)
H (6.5880, -2.1188, -2.6304)
H (5.1277, -2.9743, -2.1328)
C (-2.8531, 4.2192, 0.8893)
N (-2.3115, 2.9439, 0.4184)
C (-3.1089, 2.3059, -0.6133)
C (-1.0751, 2.3338, 0.7170)
O (-0.7719, 1.2913, 0.1708)
N (-0.2260, 2.9551, 1.6186)
C (1.1133, 2.3875, 1.7460)
C (-0.4149, 4.1879, 2.3894)
H (-3.7705, 4.4134, 0.3462)
H (-2.1625, 5.0413, 0.6987)
H (-3.0891, 4.1738, 1.9537)
H (-3.0438, 2.9175, -1.5227)
H (-4.1482, 2.2839, -0.2815)
H (-2.7354, 1.3176, -0.8259)
H (1.2259, 1.5184, 1.1120)
H (1.2789, 2.1190, 2.7920)
H (1.8345, 3.1626, 1.4673)
H (-1.3445, 4.1811, 2.9514)
H (-0.3761, 5.0694, 1.7419)
H (0.4036, 4.2591, 3.0974)

Forces on atoms 1 to 3 (eV/Å):
1.06 -0.53 -0.14
-0.29 0.03 -0.53
-0.16 0.26 0.35

Kohn-Sham gap (spin up / spin down)	8.17 / 3.82	eV
energy	-4824.13203	Ha
expectation value of S²	3.808
spin multiplicity	4
LUMO level (spin up / spin down)	-7.68 / -11.91	eV
charge	+3

Mulliken population analysis, charges in e, atoms 1 to 99: Tc 0.8252; O -0.5458; N 0.9908; O -0.5688; C -0.2489; C -0.8668; C 2.0815; C -1.0179; C -1.8807; C -1.3973; N 1.3657; C -1.5547; C -0.4223; N 0.8100; C -0.4393; C -1.6019; C -0.8590; C 0.7446; H 0.6148; H 0.5210; H 0.5936; H 1.3510; H 0.5884; H 0.5308; H 0.6367; O -0.6200; N 1.1561; C -1.4263; C 0.5523; C -0.7763; C -0.9435; C -0.8344; C -0.7982; C 0.1743; P 2.6991; C 0.0566; C 0.4729; C -0.7379; C -0.9913; C -1.0145; C -0.5511; C 0.8355; C -0.2778; C -0.9549; C -0.8295; C -0.4653; C -0.9817; H 0.4180; H 0.5641; H 0.4809; H 0.4676; H 0.5018; H 0.7279; H -0.4569; H 0.5674; H 0.4347; H 0.4464; H 0.5636; H 0.5110; H 0.4752; H 0.4648; H 0.5449; H 0.5850; Cl -0.3017; Si 0.7365; Cl -0.2262; Cl -0.3279; C -1.6180; C 0.8765; C -0.9774; S 0.6774; O -1.0996; C 0.3658; C -0.9076; C -1.1145; H 0.4261; H 0.4010; H 0.3228; H 0.2089; H -0.4792; H 0.3652; H 0.8511; H 0.2268; H -0.1182; H 0.3766; H 0.4412; H 0.2854; H 0.4281; H 0.2738; C -0.9223; N 0.3278; C -0.6715; C -0.9210; O 1.4920; N 0.4518; C -0.8540; C -1.1808; H 0.4539; H 0.3578